Here is C17H16F6N2O7S10Ti as an isolated structure in a non-equilibrium geometry from the Open Molecules 2025 dataset. Energies are from wB97M-V/def2-TZVPD.

Structure (XYZ):
```
59
Properties=species:S:1:pos:R:3:forces:R:3
Ti -0.012 2.148 0.250 -0.657 0.566 -0.709
S -6.233 0.434 -3.419 0.101 0.017 -0.049
C -4.766 0.830 -2.745 -0.175 -0.043 -0.127
S -4.228 2.446 -2.530 -0.018 0.157 0.079
C -2.773 2.105 -1.622 0.166 0.227 0.021
C -2.491 0.801 -1.444 0.133 -0.303 0.133
S -1.194 0.137 -0.473 -0.236 0.374 -0.069
S -3.629 -0.315 -2.178 0.073 -0.146 0.159
S -1.881 3.420 -0.916 -0.092 -0.335 0.110
F 1.846 4.923 3.454 -0.045 0.057 0.058
C 0.756 4.140 3.437 0.145 0.025 0.029
F 1.137 2.904 3.761 0.028 -0.007 -0.063
F -0.084 4.572 4.384 0.033 0.007 0.011
S -0.038 4.217 1.767 -0.043 -0.543 0.454
O -0.927 2.978 1.872 -0.142 0.175 0.392
O -0.764 5.449 1.829 0.128 0.128 -0.147
N 0.978 3.859 0.716 -0.427 -0.205 -0.046
S 1.662 3.572 -1.832 0.026 -0.821 0.056
O 0.878 2.228 -1.389 1.077 0.930 -0.322
O 3.093 3.375 -1.585 -0.190 0.146 -0.036
C 1.524 3.144 -3.642 -0.053 -0.104 -0.051
F 1.976 4.207 -4.341 0.060 0.026 -0.070
F 2.255 2.087 -3.983 0.054 -0.040 -0.030
F 0.262 2.925 -4.014 -0.078 0.034 -0.013
C 3.344 0.725 2.309 -0.040 -0.012 0.088
C 2.511 0.763 1.053 0.079 0.109 0.070
O 1.086 0.886 1.406 0.215 -0.165 -0.176
H 3.334 1.684 2.827 -0.018 -0.007 -0.019
H 2.977 -0.044 2.991 0.040 -0.048 -0.051
H 4.373 0.479 2.039 -0.006 0.013 0.016
H 2.612 -0.139 0.455 -0.032 -0.033 0.004
H 2.744 1.636 0.447 -0.046 0.041 0.001
H 0.720 0.023 1.670 -0.021 -0.057 -0.010
S -1.746 -0.374 3.149 -0.186 0.018 0.047
C -3.129 0.186 2.430 0.155 0.004 0.126
N -3.313 1.368 1.852 -0.044 -0.010 0.100
C -4.642 1.721 1.395 0.003 -0.015 -0.045
C -5.370 0.399 1.168 0.011 -0.009 -0.012
S -4.610 -0.764 2.340 -0.028 -0.036 -0.018
H -2.569 2.057 1.888 0.017 0.030 -0.045
H -4.574 2.297 0.472 0.011 0.024 0.021
H -5.150 2.331 2.150 -0.012 -0.027 0.023
H -5.212 0.029 0.156 -0.018 0.015 0.007
H -6.437 0.479 1.362 -0.001 0.011 -0.020
O 2.929 -8.464 -1.856 -0.019 0.029 -0.024
C 3.237 -7.239 -2.388 -0.036 -0.007 0.052
O 3.936 -7.217 -3.372 0.026 0.027 -0.020
C 2.692 -6.060 -1.696 -0.022 -0.056 -0.035
C 3.050 -4.786 -2.155 0.012 0.029 0.005
C 2.598 -3.645 -1.535 -0.036 0.036 -0.009
C 1.756 -3.688 -0.396 0.086 -0.079 0.044
S 1.247 -2.278 0.435 -0.009 -0.181 0.025
C 1.359 -4.984 0.021 -0.027 0.062 -0.004
C 1.816 -6.121 -0.602 -0.004 -0.011 0.008
H 2.379 -8.327 -1.077 0.011 -0.013 0.021
H 3.704 -4.721 -3.016 -0.004 0.006 0.006
H 2.880 -2.671 -1.916 0.038 -0.007 0.023
H 0.671 -5.056 0.855 0.036 -0.010 0.022
H 1.451 -7.071 -0.214 0.004 0.007 0.007
```
Positions in Å, forces in eV/Å.

- net charge = -2
- molar mass (g mol⁻¹) = 842.85
- frontier orbital gap (eV) = 6.05
- relative energy (zero: lowest compared OMol25 entry of this formula, charge and spin) (kJ/mol) = 19.8

These are the Mulliken partial charges, in e, on atoms 1 to 6: Ti 0.611; S -0.311; C 0.086; S -0.154; C 0.267; C -0.116


Here is C5H7BrClOP in the gas phase in a non-equilibrium geometry from the Open Molecules 2025 dataset. Energies are from wB97M-V/def2-TZVPD.

Structure (XYZ):
```
16
Properties=species:S:1:pos:R:3:forces:R:3
O -0.982 -2.351 -0.913 -0.296 -1.422 -0.900
C -0.827 -1.431 0.075 -2.388 -1.495 0.263
Br -0.436 -2.725 1.859 -0.375 1.093 -1.137
C 0.334 -0.536 -0.141 -0.969 -0.812 2.596
C 0.222 0.343 1.150 0.510 0.412 -1.949
C 0.476 1.583 0.823 1.147 2.074 -2.068
C 1.019 1.818 -0.609 -2.670 0.780 -1.056
P 0.208 0.519 -1.787 -0.152 0.570 2.787
Cl -1.851 1.230 -1.588 1.380 -0.572 -0.102
H -0.628 -3.264 -0.780 -0.213 1.449 0.262
H -1.870 -0.927 0.265 2.185 -0.903 0.043
H 1.144 -1.272 0.030 0.430 0.737 -1.059
H -0.133 -0.092 2.063 0.017 0.100 0.263
H 0.442 2.591 1.204 -0.381 -0.393 1.635
H 0.828 2.879 -0.981 0.228 -1.373 0.455
H 2.053 1.635 -0.669 1.547 -0.245 -0.034
```
Positions in Å, forces in eV/Å.

- molar mass (g mol⁻¹) = 229.44
- frontier orbital gap (eV) = 9.71
- relative energy (zero: lowest compared OMol25 entry of this formula, charge and spin) (kJ/mol) = 94.3

These are the Mulliken partial charges, in e, on atoms 1 to 6: O -0.466; C -0.745; Br -0.281; C 0.325; C -0.232; C -0.511


Here is C5H8O as an isolated structure from the Open Molecules 2025 dataset. Energies are from wB97M-V/def2-TZVPD.

Structure (XYZ):
```
14
Properties=species:S:1:pos:R:3:forces:R:3
C -1.074 1.148 -0.628 -0.030 0.030 0.058
C -0.557 -0.267 -0.664 -0.084 0.011 -0.053
C 0.836 -0.750 -0.341 0.156 0.025 -0.150
C 1.368 0.054 0.833 0.262 0.256 -0.058
O 0.216 -0.264 1.641 -0.081 0.142 0.117
C -0.318 -1.050 0.588 -0.520 -0.440 -0.055
H -0.924 1.580 0.366 0.007 0.010 -0.147
H -2.152 1.103 -0.811 0.097 0.185 0.041
H -0.629 1.814 -1.376 0.001 -0.183 0.080
H -1.000 -0.899 -1.434 0.016 0.083 0.114
H 1.431 -1.368 -1.007 -0.180 0.084 0.182
H 1.445 1.138 0.697 0.172 -0.100 -0.085
H 2.296 -0.344 1.259 -0.239 0.025 0.063
H -0.936 -1.895 0.878 0.422 -0.128 -0.106
```
Positions in Å, forces in eV/Å.

- molar mass (g mol⁻¹) = 84.12
- frontier orbital gap (eV) = 10.23
- relative energy (zero: lowest compared OMol25 entry of this formula, charge and spin) (kJ/mol) = 233.5

These are the Mulliken partial charges, in e, on atoms 1 to 6: C -1.319; C 0.030; C -0.373; C -0.384; O -0.429; C -0.187


Here is C28H33Cl2HfN9O7S2 as an isolated structure in a non-equilibrium geometry from the Open Molecules 2025 dataset. Energies are from wB97M-V/def2-TZVPD.

Structure (XYZ):
```
82
Properties=species:S:1:pos:R:3:forces:R:3
Hf 0.485 -0.125 -0.486 -0.564 -0.707 -1.098
N 2.242 -4.208 -1.390 0.036 -0.060 -0.016
C 2.057 -2.867 -1.278 0.055 0.305 -0.105
S 0.703 -2.175 -2.107 0.034 -0.006 -0.078
N 2.919 -2.211 -0.551 0.388 -0.411 0.117
N 2.622 -0.884 -0.402 0.447 -0.102 0.404
C 3.529 -0.161 0.153 0.072 -0.221 -0.334
C 3.443 1.280 0.226 -0.209 0.314 -0.025
C 4.393 1.999 0.957 -0.112 -0.192 -0.033
C 4.395 3.379 0.975 0.087 0.154 0.056
C 3.446 4.071 0.225 0.029 -0.078 0.068
C 2.505 3.384 -0.516 -0.154 -0.036 -0.154
C 2.461 1.979 -0.530 0.721 0.286 -0.015
O 1.572 1.347 -1.260 0.838 1.178 -0.058
H 1.715 -4.678 -2.103 0.019 -0.055 -0.008
H 3.138 -4.585 -1.130 0.005 0.041 -0.005
H 4.435 -0.644 0.514 0.005 -0.064 -0.095
H 5.140 1.444 1.513 0.013 0.011 0.002
H 5.139 3.919 1.547 0.019 -0.018 -0.010
H 3.451 5.154 0.215 -0.002 0.014 -0.034
H 1.781 3.913 -1.127 0.008 -0.014 -0.021
N -0.628 1.872 0.296 -0.576 -0.184 0.163
C -0.861 1.830 1.742 0.288 0.228 -0.001
C -0.927 3.246 2.364 0.304 -0.275 0.087
C 0.315 4.161 2.299 -0.170 -0.149 0.138
C 1.560 3.783 3.126 -0.276 0.067 -0.479
N 1.237 3.278 4.451 -0.406 -1.714 -0.435
C 1.099 3.915 5.576 -0.148 0.111 0.593
N 0.600 3.241 6.630 0.131 0.068 -0.198
N 1.425 5.213 5.731 -0.049 -0.238 -0.203
C 0.164 0.859 2.348 -0.267 0.566 1.443
O 0.110 0.630 3.575 0.321 0.695 -0.311
O 1.014 0.355 1.560 0.348 -0.033 -0.183
H -0.278 2.768 -0.010 0.249 -0.020 -0.207
H -1.506 1.701 -0.189 -0.176 0.212 -0.049
H -1.826 1.361 1.940 -0.032 0.090 -0.047
H -1.282 3.173 3.394 0.004 -0.089 0.011
H -1.709 3.762 1.802 -0.073 0.038 0.102
H -0.007 5.155 2.620 -0.067 0.027 -0.099
H 0.641 4.244 1.262 0.126 0.159 0.003
H 2.215 4.652 3.207 0.102 -0.095 -0.055
H 2.120 3.000 2.615 0.086 0.002 0.097
H 0.915 2.274 4.424 0.133 0.816 -0.074
H 0.311 2.285 6.498 -0.057 0.028 0.095
H 0.484 3.668 7.529 -0.008 0.001 0.032
H 1.934 5.679 5.002 -0.007 0.042 -0.007
H 1.442 5.622 6.647 -0.003 0.021 0.012
C -5.377 -4.983 -2.976 0.003 0.112 0.048
C -4.767 -3.917 -2.108 0.106 -0.076 -0.009
C -5.427 -3.448 -0.975 -0.026 0.035 -0.067
C -4.881 -2.436 -0.204 -0.051 0.110 0.167
C -3.657 -1.898 -0.566 0.277 -0.005 0.110
C -2.970 -2.367 -1.673 -0.054 0.018 -0.073
C -3.530 -3.372 -2.441 -0.113 0.031 0.036
S -2.951 -0.579 0.383 -0.117 0.444 0.075
O -3.138 0.663 -0.339 0.215 -0.064 -0.240
O -3.549 -0.593 1.696 0.033 -0.254 0.021
N -1.346 -0.856 0.456 -1.698 -0.313 0.143
C -0.910 -1.980 1.120 -0.017 -0.965 0.713
C -1.695 -2.875 1.871 0.040 0.199 -0.141
C -1.074 -3.935 2.491 0.061 0.034 -0.071
C 0.301 -4.098 2.365 -0.117 -0.032 0.060
C 0.992 -3.184 1.603 0.394 0.093 -0.041
N 0.413 -2.156 0.985 -0.749 0.222 -0.049
H -6.116 -5.563 -2.425 -0.016 -0.027 -0.042
H -4.612 -5.656 -3.362 -0.017 -0.030 -0.001
H -5.872 -4.519 -3.832 -0.040 -0.062 -0.014
H -6.385 -3.873 -0.701 -0.002 -0.003 0.015
H -5.390 -2.061 0.675 0.007 -0.036 -0.005
H -2.015 -1.949 -1.941 0.130 0.073 -0.082
H -3.003 -3.723 -3.319 0.029 -0.007 0.011
H -2.752 -2.697 1.971 -0.016 -0.111 0.093
H -1.660 -4.630 3.078 -0.004 -0.006 -0.002
H 0.818 -4.915 2.846 0.044 0.010 -0.022
H 2.064 -3.263 1.461 -0.014 0.009 -0.004
Cl -0.747 3.266 -2.854 0.125 0.130 0.157
C -2.085 2.138 -3.153 0.222 -0.563 0.074
Cl -2.813 2.484 -4.718 -0.098 0.049 -0.025
C -1.623 0.639 -3.055 0.035 -0.059 -0.302
O -2.087 -0.138 -3.857 0.005 -0.123 0.112
O -0.811 0.357 -2.099 -0.048 0.415 0.252
H -2.839 2.306 -2.394 -0.040 0.038 0.114
```
Positions in Å, forces in eV/Å.

- molar mass (g mol⁻¹) = 921.16
- frontier orbital gap (eV) = 6.72
- relative energy (zero: lowest compared OMol25 entry of this formula, charge and spin) (kJ/mol) = 69.6

These are the Mulliken partial charges, in e, on atoms 1 to 6: Hf 1.840; N -0.361; C 0.700; S -0.680; N -1.564; N 0.732


Here is an isolated ion of composition C4H7O2 and charge -1 from the Open Molecules 2025 dataset. Energies are from wB97M-V/def2-TZVPD.

Structure (XYZ):
```
13
Properties=species:S:1:pos:R:3:forces:R:3
O 2.181 -0.337 -0.839 0.014 0.062 -0.077
C 1.755 0.431 0.068 0.097 -0.111 0.269
C 0.588 0.337 0.803 -0.136 -0.216 -0.262
C -0.385 -0.791 0.610 0.115 -0.112 -0.098
C -1.791 -0.301 0.284 0.040 0.064 -0.122
O -1.774 0.577 -0.835 -0.051 -0.132 -0.092
H 2.412 1.283 0.376 -0.089 0.057 -0.107
H 0.382 1.058 1.583 0.093 0.166 0.122
H -0.031 -1.398 -0.235 -0.003 0.079 0.146
H -0.446 -1.464 1.481 -0.044 0.023 0.009
H -2.451 -1.144 0.050 -0.044 0.028 -0.070
H -2.224 0.228 1.139 -0.013 0.027 0.186
H -0.859 0.908 -0.856 0.021 0.066 0.098
```
Positions in Å, forces in eV/Å.

- net charge = -1
- molar mass (g mol⁻¹) = 87.10
- frontier orbital gap (eV) = 6.65
- relative energy (zero: lowest compared OMol25 entry of this formula, charge and spin) (kJ/mol) = 154.3

These are the Mulliken partial charges, in e, on atoms 1 to 6: O -0.738; C 0.040; C -0.833; C -0.392; C -0.429; O -0.553


Here is C6H9N3O2 in the gas phase in a non-equilibrium geometry from the Open Molecules 2025 dataset. Energies are from wB97M-V/def2-TZVPD.

Structure (XYZ):
```
20
Properties=species:S:1:pos:R:3:forces:R:3
C 1.246 1.807 -0.659 0.617 -0.385 -0.767
C 0.584 1.329 0.586 0.332 0.102 0.388
C 0.954 -0.121 0.862 0.057 0.359 1.817
C 0.335 -1.127 -0.028 0.982 -1.692 0.301
C -0.713 -0.969 -0.844 -1.502 -0.172 -1.079
N -1.010 -2.207 -1.392 0.194 -0.657 -0.226
C -0.063 -3.108 -0.908 -0.270 4.617 1.359
N 0.033 -4.467 -1.263 -0.166 -2.391 -0.881
O -0.961 -5.074 -1.705 0.644 1.467 0.511
O 1.122 -4.990 -1.138 -0.207 0.349 0.198
N 0.746 -2.452 -0.069 -0.294 -0.864 -0.663
H 2.332 1.851 -0.551 -0.043 0.167 0.091
H 1.072 1.113 -1.483 -0.125 0.085 -0.135
H 0.863 2.765 -0.928 -0.059 0.828 -0.414
H 0.906 1.982 1.411 -0.060 -0.410 -0.008
H -0.481 1.495 0.506 -0.503 -0.231 0.066
H 2.051 -0.193 0.867 -0.284 -0.234 -0.094
H 0.627 -0.318 1.912 0.315 -0.251 -0.635
H -1.262 -0.046 -1.033 -0.030 -0.666 -0.235
H -1.736 -2.401 -2.080 0.401 -0.019 0.406
```
Positions in Å, forces in eV/Å.

- molar mass (g mol⁻¹) = 155.16
- frontier orbital gap (eV) = 8.91
- relative energy (zero: lowest compared OMol25 entry of this formula, charge and spin) (kJ/mol) = 389.7

These are the Mulliken partial charges, in e, on atoms 1 to 6: C -1.190; C -0.526; C -0.254; C 0.387; C -0.341; N -0.040


| no. | E_HOMO (eV) |
| --- | --- |
| 1 | -2.3 |
| 2 | -9.8 |
| 3 | -9.1 |
| 4 | -7.4 |
| 5 | -2.4 |
| 6 | -9.6 |